13
Properties=species:S:1:pos:R:3:forces:R:3 method="wB97M-V/def2-TZVPD" total_energy_ev=-9373.3448 homo_energy_ha=-0.3351 e_above_lowest_kcal_mol=86.5 homo_lumo_gap_ev=10.0
O -0.854695 -0.920959 -2.019776 -0.1 0.2 -0.1
C 0.214113 -1.080609 -1.134941 0.3 -0.1 0.1
C -0.057124 -1.761586 0.194525 0.0 -0.2 0.1
C 0.217419 -0.320032 0.115260 0.0 0.6 0.1
C 0.177879 0.913414 0.549771 0.0 -0.6 -0.1
C 0.079899 2.048857 1.420533 -0.1 0.1 0.4
O 0.283791 2.144845 -0.021047 0.1 0.1 -0.2
H -0.901100 0.020816 -2.228951 -0.1 -0.2 -0.1
H 1.172433 -1.296772 -1.612931 -0.2 0.0 0.1
H -1.084311 -2.072383 0.378686 0.2 0.1 0.0
H 0.701260 -2.440811 0.581367 -0.1 0.2 -0.1
H -0.890854 2.400837 1.769321 0.2 -0.1 -0.1
H 0.941290 2.364383 2.008184 -0.2 -0.1 -0.1